No. 1
The following is a DFT calculation (ωB97M-V/def2-TZVPD) of a 2-piece molecular cluster, C2H3FSi overall.

```
! wB97M-V def2-TZVPD RIJCOSX def2/J DEFGRID3
* xyz 0 1
H -1.915 2.980 -0.895
H 1.382 -1.432 -1.163
H -1.674 0.963 0.111
Si -2.234 1.577 -1.204
C 1.506 -1.405 1.006
F 1.674 -1.343 2.309
C 1.261 -1.340 -0.165
*
```

Highest occupied orbital energy (hartree): -0.3214
Lowest unoccupied orbital energy (eV): -1.08
Frontier orbital gap (hartree): 0.282

No. 2
The following is a DFT calculation (ωB97M-V/def2-TZVPD) of C2H3GdO2 as an isolated structure.

```
! wB97M-V def2-TZVPD RIJCOSX def2/J DEFGRID3
* xyz 2 8
C 0.737 0.031 0.098
H 1.817 -0.081 0.054
O -1.327 0.854 -0.621
Gd -2.236 -0.782 0.363
H 0.535 -1.751 1.000
H 0.481 1.821 -0.994
O -0.004 -1.033 0.657
C -0.004 0.941 -0.557
*
```

Highest occupied orbital energy (spin up / spin down) (hartree): -0.6625 / -0.6607
Lowest unoccupied orbital energy (spin up / spin down) (eV): -10.86 / -13.53
Frontier orbital gap (spin up / spin down) (hartree): 0.263 / 0.164

No. 3
The following is a DFT calculation (ωB97M-V/def2-TZVPD) of C2H3Hg as an isolated structure.

```
! wB97M-V def2-TZVPD RIJCOSX def2/J DEFGRID3
* xyz 0 2
C -0.231 0.934 1.054
H 0.952 -1.505 -2.672
H -0.827 -1.275 1.037
C -0.503 -0.246 1.052
Hg 0.555 0.119 -1.577
H 0.054 1.973 1.107
*
```

Highest occupied orbital energy (spin up / spin down) (hartree): -0.2596 / -0.3564
Lowest unoccupied orbital energy (spin up / spin down) (eV): 0.60 / -0.76
Frontier orbital gap (spin up / spin down) (hartree): 0.282 / 0.328

No. 4
The following is a DFT calculation (ωB97M-V/def2-TZVPD) of C2H3I2NO as an isolated structure.

```
! wB97M-V def2-TZVPD RIJCOSX def2/J DEFGRID3
* xyz 0 1
C 1.029 1.018 -0.098
C 0.708 1.056 -1.583
O 1.185 2.092 0.469
H -1.661 0.609 -1.259
N 0.837 -0.162 0.537
I 0.678 -0.606 -2.880
H 1.449 -0.190 1.381
H 0.680 -0.921 -0.226
I 0.800 2.917 -2.447
*
```

Highest occupied orbital energy (spin up / spin down) (hartree): -0.3503 / -0.3157
Lowest unoccupied orbital energy (spin up / spin down) (eV): -1.57 / -0.79
Frontier orbital gap (spin up / spin down) (hartree): 0.293 / 0.287

No. 5
The following is a DFT calculation (ωB97M-V/def2-TZVPD) of a 2-piece molecular cluster, C2H3I3O overall.

```
! wB97M-V def2-TZVPD RIJCOSX def2/J DEFGRID3
* xyz 0 1
H -0.901 -0.787 1.272
C 0.495 0.778 0.039
C 0.203 -0.689 -0.120
I -2.575 -0.235 -1.703
O -0.383 -1.346 0.811
I 1.668 -1.830 -1.240
I -0.659 1.901 1.335
H 1.559 0.838 0.466
H 0.592 1.369 -0.860
*
```

Highest occupied orbital energy (spin up / spin down) (hartree): -0.3029 / -0.2949
Lowest unoccupied orbital energy (spin up / spin down) (eV): -1.56 / -2.15
Frontier orbital gap (spin up / spin down) (hartree): 0.246 / 0.216

No. 6
The following is a DFT calculation (ωB97M-V/def2-TZVPD) of C2H3I3O2 as an isolated structure.

```
! wB97M-V def2-TZVPD RIJCOSX def2/J DEFGRID3
* xyz 0 1
I -1.906 -0.102 2.004
I 1.219 -2.386 0.124
C -0.009 0.711 -0.160
O 0.815 1.157 0.815
H -0.079 -2.015 0.911
H 1.154 1.533 -1.418
O 0.541 0.754 -1.386
C -1.221 0.161 0.060
H 1.734 0.934 0.564
I -2.249 -0.748 -1.514
*
```

Highest occupied orbital energy (hartree): -0.3119
Lowest unoccupied orbital energy (eV): 0.01
Frontier orbital gap (hartree): 0.312

Electronic energy across the listed records, respectively: -12711.7541 -27031.8712 -6292.7583 -21857.1168 -28469.7904 -30518.2766 eV.
Relative energy (zero: lowest compared OMol25 entry of this formula, charge and spin) across the listed records, respectively: 517.2 0.0 0.1 410.6 142.9 61.9 kJ/mol.